(1)
A 2-piece molecular cluster, C4H14N2O overall in a non-equilibrium geometry. Source: the OMol25 dataset; level of theory: ωB97M-V/def2-TZVPD.

The energy above the lowest of the compared OMol25 structures with the same formula, charge and spin is 219.96 kJ/mol. The spin multiplicity is 1. The value obtained for the highest occupied orbital energy is -9.58 eV. Its SMILES is NCCCCN.O.

Positions of all 21 atoms, in Å:
N -0.80 1.81 0.34
C 0.34 2.13 -0.58
C 1.75 1.81 -0.03
C 1.78 0.34 0.66
C 1.33 -0.74 -0.32
N 0.14 -1.54 0.19
H -0.61 0.91 0.78
H -0.65 2.54 1.03
H 0.33 1.51 -1.49
H 0.07 3.13 -0.92
H 1.92 2.69 0.72
H 2.65 1.84 -0.75
H 2.78 0.28 1.10
H 1.27 0.47 1.62
H 2.10 -1.51 -0.56
H 1.19 -0.25 -1.28
H -0.03 -2.13 -0.66
H -0.68 -0.92 0.06
O -4.93 -3.83 -0.21
H -4.77 -4.75 -0.42
H -5.17 -3.80 0.72


(2)
A 2-piece molecular cluster, C4H14N2O overall in a non-equilibrium geometry. Source: the OMol25 dataset; level of theory: ωB97M-V/def2-TZVPD.

The energy above the lowest of the compared OMol25 structures with the same formula, charge and spin is 280.23 kJ/mol. The spin multiplicity is 1. The value obtained for the highest occupied orbital energy is -8.52 eV. Its SMILES is CN[C@@H](C)CN.O.

Positions of all 21 atoms, in Å:
C -1.77 0.38 -1.45
N -0.44 1.04 -1.58
C 0.53 0.81 -0.52
C 0.12 1.68 0.79
C 0.67 -0.61 0.01
N 1.48 -1.52 -0.79
H -2.36 0.60 -2.34
H -1.61 -0.74 -1.35
H -2.41 0.81 -0.64
H -0.77 1.99 -1.65
H 1.53 1.29 -0.74
H 0.69 1.09 1.52
H -0.92 1.31 1.07
H 0.13 2.73 1.00
H 0.88 -0.71 1.07
H -0.29 -1.12 -0.03
H 2.47 -1.52 -0.58
H 1.34 -1.56 -1.78
O 0.34 -1.72 2.79
H 0.24 -2.49 3.35
H 0.15 -1.74 1.86


(3)
A 2-piece molecular cluster, C4H14N2O overall in a non-equilibrium geometry. Source: the OMol25 dataset; level of theory: ωB97M-V/def2-TZVPD.

The energy above the lowest of the compared OMol25 structures with the same formula, charge and spin is 122.10 kJ/mol. The spin multiplicity is 1. The value obtained for the highest occupied orbital energy is -9.33 eV. Its SMILES is NCCCCN.O.

Positions of all 21 atoms, in Å:
N 0.53 0.55 2.30
C 0.48 1.73 1.44
C 0.59 1.26 -0.04
C -0.86 0.87 -0.47
C -0.91 0.08 -1.76
N -0.34 -1.28 -1.57
H 0.52 0.77 3.27
H 1.41 0.06 2.12
H -0.51 2.19 1.55
H 1.17 2.51 1.78
H 0.90 2.09 -0.66
H 1.19 0.35 0.02
H -1.25 0.31 0.38
H -1.40 1.80 -0.60
H -0.27 0.59 -2.48
H -1.93 0.06 -2.14
H -0.67 -1.82 -2.37
H -0.88 -1.73 -0.82
O 1.06 -3.66 -0.03
H 0.98 -2.71 0.05
H 0.19 -4.02 0.03


(4)
A 2-piece molecular cluster, C4H14N2O overall in a non-equilibrium geometry. Source: the OMol25 dataset; level of theory: ωB97M-V/def2-TZVPD.

The energy above the lowest of the compared OMol25 structures with the same formula, charge and spin is 219.27 kJ/mol. The spin multiplicity is 1. The value obtained for the highest occupied orbital energy is -8.86 eV. Its SMILES is CN[C@H](C)CN.O.

Positions of all 21 atoms, in Å:
C -1.62 1.77 0.73
N -0.21 1.65 0.28
C 0.21 0.33 -0.32
C -0.70 -0.13 -1.59
C 0.11 -0.72 0.85
N 0.46 -1.95 0.14
H -1.81 1.12 1.65
H -2.25 1.59 -0.07
H -1.84 2.77 1.13
H 0.04 2.41 -0.38
H 1.32 0.41 -0.71
H -0.17 -0.77 -2.32
H -1.64 -0.47 -1.29
H -0.92 0.75 -2.27
H -0.80 -0.71 1.48
H 0.98 -0.42 1.58
H 0.06 -2.76 0.62
H -0.11 -1.87 -0.69
O 3.18 -0.99 0.76
H 3.36 -0.52 -0.06
H 2.34 -1.48 0.47


(5)
A 2-piece molecular cluster, C4H14N2O overall in a non-equilibrium geometry. Source: the OMol25 dataset; level of theory: ωB97M-V/def2-TZVPD.

The energy above the lowest of the compared OMol25 structures with the same formula, charge and spin is 264.44 kJ/mol. The spin multiplicity is 1. The value obtained for the highest occupied orbital energy is -7.98 eV. Its SMILES is CN(C)CCN.O.

Positions of all 21 atoms, in Å:
C -1.03 -1.05 -1.54
N -0.37 -1.00 -0.27
C -1.27 -0.61 0.82
C 1.06 -1.17 -0.08
C 1.82 -0.14 0.78
N 1.87 1.15 0.04
H -1.83 -1.79 -1.53
H -0.36 -1.72 -2.13
H -1.30 -0.08 -1.94
H -1.61 0.50 0.84
H -2.14 -1.23 0.67
H -0.80 -0.55 1.80
H 1.48 -1.40 -1.07
H 1.18 -2.16 0.39
H 2.78 -0.58 1.06
H 1.22 -0.01 1.67
H 1.56 1.03 -0.91
H 1.34 1.75 0.65
O -1.29 3.37 0.21
H -1.27 2.72 -0.49
H -1.06 2.97 1.04


(6)
A 2-piece molecular cluster, C4H14N2O overall in a non-equilibrium geometry. Source: the OMol25 dataset; level of theory: ωB97M-V/def2-TZVPD.

The energy above the lowest of the compared OMol25 structures with the same formula, charge and spin is 140.65 kJ/mol. The spin multiplicity is 1. The value obtained for the highest occupied orbital energy is -9.11 eV. Its SMILES is NCCCCN.O.

Positions of all 21 atoms, in Å:
N 2.16 1.76 0.01
C 1.10 1.97 0.99
C 0.74 0.75 1.80
C -0.19 -0.29 1.08
C -0.12 -0.50 -0.41
N 1.19 -1.01 -0.89
H 2.77 2.56 -0.05
H 2.74 0.95 0.22
H 1.40 2.75 1.70
H 0.21 2.30 0.48
H 0.11 1.13 2.59
H 1.59 0.24 2.22
H 0.04 -1.27 1.51
H -1.22 -0.06 1.38
H -0.41 0.37 -1.01
H -0.85 -1.27 -0.61
H 1.69 -1.29 -0.05
H 1.70 -0.17 -1.16
O -4.60 -2.77 -3.43
H -4.65 -2.98 -2.49
H -5.36 -3.18 -3.87


(7)
A 2-piece molecular cluster, C4H14N2O overall in a non-equilibrium geometry. Source: the OMol25 dataset; level of theory: ωB97M-V/def2-TZVPD.

The energy above the lowest of the compared OMol25 structures with the same formula, charge and spin is 254.29 kJ/mol. The spin multiplicity is 1. The value obtained for the highest occupied orbital energy is -8.36 eV. Its SMILES is CNC[C@@H](C)N.O.

Positions of all 21 atoms, in Å:
C 2.54 -1.17 -0.51
N 1.11 -0.93 -0.85
C 0.18 -1.02 0.20
C -1.25 -0.53 -0.30
C -2.36 -0.82 0.76
N -1.06 0.79 -0.70
H 3.15 -0.39 0.08
H 2.69 -2.14 0.07
H 2.97 -1.16 -1.54
H 0.99 -1.69 -1.52
H -0.03 -2.23 0.40
H 0.44 -0.57 1.17
H -1.44 -1.21 -1.14
H -2.35 -1.91 0.93
H -3.40 -0.37 0.56
H -1.98 -0.16 1.68
H -1.98 1.28 -0.88
H -0.65 1.40 0.05
O 0.60 3.13 0.90
H 0.48 2.61 1.69
H 1.26 3.77 1.23


(8)
A 2-piece molecular cluster, C4H14N2O overall in a non-equilibrium geometry. Source: the OMol25 dataset; level of theory: ωB97M-V/def2-TZVPD.

The energy above the lowest of the compared OMol25 structures with the same formula, charge and spin is 164.61 kJ/mol. The spin multiplicity is 1. The value obtained for the highest occupied orbital energy is -8.80 eV. Its SMILES is CCCN.NCO.

Positions of all 21 atoms, in Å:
C 1.77 1.78 -0.90
C 0.86 0.52 -0.90
C 1.40 -0.54 0.08
N 0.71 -1.83 -0.01
H 1.83 2.34 0.11
H 2.85 1.49 -1.19
H 1.49 2.43 -1.76
H -0.16 0.75 -0.62
H 0.91 0.15 -1.92
H 2.50 -0.73 -0.18
H 1.32 -0.25 1.12
H 0.87 -2.24 -0.91
H 1.10 -2.45 0.67
N -1.99 0.21 1.72
C -2.66 -0.29 0.56
O -1.92 -1.26 -0.20
H -1.04 0.52 1.53
H -2.51 1.03 2.04
H -3.60 -0.69 0.79
H -2.70 0.52 -0.17
H -1.02 -1.47 0.15


(9)
A 2-piece molecular cluster, C4H14N2O overall in a non-equilibrium geometry. Source: the OMol25 dataset; level of theory: ωB97M-V/def2-TZVPD.

The energy above the lowest of the compared OMol25 structures with the same formula, charge and spin is 214.41 kJ/mol. The expectation value of S² is 0.759. The spin multiplicity is 2. The value obtained for the highest occupied orbital energy (alpha / beta) is -14.35 / -12.90 eV. Its net charge is +1.

Positions of all 21 atoms, in Å:
C -0.96 -0.48 -1.85
C -0.69 0.16 -0.42
C -0.50 -0.78 0.85
C 0.78 -1.73 0.67
N 2.05 -1.25 1.17
N -1.84 1.08 -0.36
H -1.82 -1.05 -1.89
H -0.98 0.29 -2.59
H -0.12 -1.16 -1.88
H 0.22 0.76 -0.59
H -1.27 -1.46 0.98
H -0.42 -0.29 1.85
H 0.52 -2.74 1.12
H 1.00 -1.95 -0.42
H 2.02 -1.09 2.16
H 2.52 -0.41 0.74
H -1.57 1.85 0.17
H -2.65 0.52 -0.15
H 0.56 3.49 -0.46
H 2.08 3.22 0.48
O 1.07 3.01 0.43


(10)
C4H14N2O as an isolated structure in a non-equilibrium geometry. Source: the OMol25 dataset; level of theory: ωB97M-V/def2-TZVPD.

The energy above the lowest of the compared OMol25 structures with the same formula, charge and spin is 116.60 kJ/mol. The expectation value of S² is 0.754. The spin multiplicity is 2. The value obtained for the highest occupied orbital energy (alpha / beta) is -8.95 / -13.60 eV. Its net charge is +1.

Positions of all 21 atoms, in Å:
C -1.17 0.50 -1.36
C -1.77 0.15 0.03
C -0.84 -0.79 0.86
C 0.75 0.54 2.19
N 0.49 -0.19 1.11
N 0.21 1.14 -1.24
H -0.99 -0.39 -2.03
H -1.81 1.27 -1.75
H -1.98 1.00 0.67
H -2.63 -0.46 -0.25
H -1.14 -0.93 1.89
H -0.73 -1.73 0.35
H 0.08 0.77 3.03
H 1.76 0.93 2.37
H 1.42 -0.66 0.37
H 0.34 1.48 -0.26
H 0.45 1.93 -1.85
H 0.95 0.35 -1.37
H 2.85 -1.30 -1.23
H 1.79 -2.26 -0.68
O 1.97 -1.32 -0.83